Entry 1:
{
  "formula": "CH2F2N2",
  "method": "ωB97M-V with the def2-TZVPD basis set",
  "lumo_ha": [-0.129, -0.129],
  "homo_ev": [-10.9, -10.9],
  "spin_multiplicity": 1,
  "total_charge": 0,
  "orbital_gap_ev": [7.36, 7.36],
  "elements": ["C", "N", "N", "F", "F", "H", "H"],
  "positions_angstrom": [[0.59500, -0.01794, 0.41168], [-0.07561, -0.20108, -0.81407], [-0.83017, -0.32297, 0.26208], [0.23335, -1.27304, -1.59300], [-1.94176, 1.69547, 0.12963], [1.20488, -0.80824, 1.00363], [0.81431, 0.92779, 0.60005]]
}

---

Entry 2:
{
  "formula": "CH2F3N3",
  "method": "ωB97M-V with the def2-TZVPD basis set",
  "lumo_ha": 0.026,
  "homo_ev": -9.9,
  "spin_multiplicity": 1,
  "smiles": "N/C(=N/F)N(F)F",
  "total_charge": 0,
  "orbital_gap_ev": 10.62,
  "elements": ["N", "C", "N", "F", "N", "F", "F", "H", "H"],
  "positions_angstrom": [[-1.33441, -0.07742, 0.15188], [-0.02057, -0.32970, -0.03017], [0.40299, -1.53122, 0.01215], [1.77133, -1.68267, -0.14225], [0.82137, 0.77750, -0.35218], [1.87252, 0.90326, 0.52313], [0.15036, 1.98650, -0.23551], [-1.95229, -0.86975, 0.16160], [-1.71131, 0.82350, -0.08865]]
}

---

Entry 3:
{
  "formula": "CH2F3NO",
  "method": "ωB97M-V with the def2-TZVPD basis set",
  "lumo_ha": [0.023, -0.145],
  "homo_ev": [-4.5, -12.6],
  "spin_multiplicity": 3,
  "total_charge": 0,
  "orbital_gap_ev": [5.09, 8.63],
  "elements": ["C", "N", "O", "F", "F", "F", "H", "H"],
  "positions_angstrom": [[-1.07614, 0.02772, 0.29926], [1.34137, 0.05177, -0.21031], [0.16289, -0.70091, -0.30216], [-1.79489, -0.66746, 1.12151], [-1.86137, 0.49547, -0.68449], [-0.57247, 1.06830, 1.02785], [2.13729, -0.53713, 0.01162], [1.66332, 0.26224, -1.26328]]
}

---

Entry 4:
{
  "formula": "CH2F3NO4RuS",
  "method": "ωB97M-V with the def2-TZVPD basis set",
  "lumo_ha": [-0.160, -0.296],
  "homo_ev": [-14.5, -15.3],
  "spin_multiplicity": 6,
  "total_charge": 1,
  "orbital_gap_ev": [10.19, 7.25],
  "elements": ["Ru", "O", "H", "N", "S", "O", "O", "C", "F", "F", "F", "O", "H"],
  "positions_angstrom": [[1.73500, 0.96241, -0.21463], [0.52602, -1.92781, -0.56604], [1.47739, -2.14062, -0.79249], [0.35347, -0.55466, -0.50406], [-0.62300, -0.00520, 0.64114], [-1.02518, -0.87751, 1.73344], [0.06408, 1.29536, 0.94630], [-2.24741, 0.53476, -0.11327], [-3.02124, -0.52862, -0.25611], [-2.03426, 1.08791, -1.29223], [-2.83988, 1.40755, 0.68325], [3.55435, 0.71303, -0.34281], [4.08067, 0.03340, 0.07751]]
}

---

Entry 5:
{
  "formula": "CH2F3NS",
  "method": "ωB97M-V with the def2-TZVPD basis set",
  "lumo_ha": [-0.051, -0.051],
  "homo_ev": [-9.8, -9.8],
  "spin_multiplicity": 1,
  "total_charge": 0,
  "orbital_gap_ev": [8.41, 8.41],
  "elements": ["C", "N", "F", "F", "F", "S", "H", "H"],
  "positions_angstrom": [[0.28833, 0.18808, -0.35227], [2.16667, -1.32484, 0.13952], [2.83857, -2.53249, -0.00086], [3.46815, -0.47936, 2.27292], [1.40164, -1.52024, 2.67544], [2.02035, -0.57193, 1.44124], [0.73438, 0.19573, -1.36487], [-0.50402, -0.58211, -0.43356]]
}

---

Entry 6:
{
  "formula": "CH2F4N2",
  "method": "ωB97M-V with the def2-TZVPD basis set",
  "lumo_ha": [0.037, -0.147],
  "homo_ev": [-10.7, -10.9],
  "spin_multiplicity": 3,
  "total_charge": 0,
  "orbital_gap_ev": [11.70, 6.85],
  "elements": ["C", "N", "N", "F", "F", "F", "F", "H", "H"],
  "positions_angstrom": [[0.09193, 1.20924, -0.14362], [-1.00385, 1.45798, -0.54690], [-0.91136, -1.37446, 0.67959], [0.34792, 1.34809, 1.14122], [1.13474, 0.79668, -0.79459], [2.55679, -1.08419, -0.34655], [-0.14720, -1.91534, -0.21064], [-1.47437, 1.15627, -1.41469], [-0.59461, -1.59426, 1.63618]]
}

---

Entry 7:
{
  "formula": "CH2FN2O3",
  "method": "ωB97M-V with the def2-TZVPD basis set",
  "lumo_ha": [0.154, 0.156],
  "homo_ev": [-3.3, -3.5],
  "spin_multiplicity": 1,
  "total_charge": -1,
  "orbital_gap_ev": [7.52, 7.79],
  "elements": ["C", "N", "N", "O", "O", "O", "F", "H", "H"],
  "positions_angstrom": [[-1.49421, 0.43601, -0.48193], [1.21535, 0.64201, 0.28583], [1.62750, -0.65854, 0.34492], [0.85291, -1.56306, 0.73534], [2.76188, -0.84257, -0.06033], [0.13571, 0.88793, 0.92101], [-2.66595, 0.42717, 0.19130], [-1.40384, 1.19742, -1.23089], [-1.02936, -0.52636, -0.70524]]
}

---

Entry 8:
{
  "formula": "CH2FNO",
  "method": "ωB97M-V with the def2-TZVPD basis set",
  "lumo_ha": 0.018,
  "homo_ev": -11.0,
  "spin_multiplicity": 1,
  "smiles": "N=C=O.F",
  "total_charge": 0,
  "orbital_gap_ev": 11.47,
  "elements": ["N", "C", "O", "H", "F", "H"],
  "positions_angstrom": [[0.03345, 1.15007, -0.56390], [0.14180, 0.53802, -1.59153], [0.14059, -0.04716, -2.58823], [0.75476, 1.14418, 0.19789], [-0.83763, -1.36365, 1.87777], [-0.23298, -1.42146, 2.66801]]
}

---

Entry 9:
{
  "formula": "CH2FNO",
  "method": "ωB97M-V with the def2-TZVPD basis set",
  "lumo_ha": 0.023,
  "homo_ev": -10.4,
  "spin_multiplicity": 1,
  "smiles": "C1=NO1.F",
  "total_charge": 0,
  "orbital_gap_ev": 11.02,
  "elements": ["C", "N", "O", "H", "F", "H"],
  "positions_angstrom": [[-1.22198, -0.18730, 0.05524], [-1.66509, 0.88632, 0.47287], [-0.59921, 0.70063, -0.69051], [-1.13632, -1.24421, 0.20222], [2.22157, 0.44947, 0.15187], [1.56998, 0.83355, -0.41001]]
}

---

Entry 10:
{
  "formula": "CH2FNO3",
  "method": "ωB97M-V with the def2-TZVPD basis set",
  "lumo_ha": -0.063,
  "homo_ev": -11.3,
  "spin_multiplicity": 1,
  "total_charge": 0,
  "orbital_gap_ev": 9.63,
  "elements": ["C", "N", "O", "O", "O", "F", "H", "H"],
  "positions_angstrom": [[-0.00858, 0.75478, 0.15026], [-0.97117, -0.29638, -0.13487], [-1.22288, -1.04952, 0.75353], [-1.52934, -0.33822, -1.19071], [1.47831, -0.37236, 0.58055], [1.76108, -0.97846, -0.63530], [-0.06896, 1.11161, 1.10687], [0.56154, 1.16855, -0.63034]]
}

---

One value per record, in order, for max |F|: 4.36; 1.58; 6.72; 5.39; 2.82; 4.28; 1.93; 3.37; 2.23; 6.21 eV Å⁻¹.